{"formula": "CH3F2NO", "method": "ωB97M-V/def2-TZVPD", "species": ["H", "N", "F", "C", "F", "H", "O", "H"], "xyz": [[-1.5691, -1.0039, -0.2410], [1.9260, 0.1425, -0.4119], [2.6853, 0.7206, 0.5784], [-1.8376, -0.0124, 0.0948], [1.6842, -1.1842, -0.0310], [-2.9437, 0.0258, -0.0145], [-0.9881, 0.8448, 0.1521], [1.0431, 0.4667, -0.1269]], "smiles": "C=O.FNF", "e_lumo_ha": 0.002, "e_above_lowest_kcal_mol": 138.5, "homo_ev": -10.82, "multiplicity": 1, "energy_ev": -10053.2283}

=====

{"formula": "C19H28F9N2O4P3Ti", "method": "ωB97M-V/def2-TZVPD", "species": ["H", "H", "P", "H", "H", "H", "H", "C", "H", "O", "O", "C", "C", "C", "H", "H", "F", "H", "C", "H", "H", "C", "P", "H", "C", "C", "F", "C", "F", "H", "H", "C", "C", "C", "O", "F", "C", "H", "P", "H", "H", "O", "C", "H", "C", "H", "H", "F", "H", "C", "H", "F", "C", "H", "Ti", "N", "C", "F", "H", "F", "C", "H", "H", "H", "N", "F"], "xyz": [[2.7730, -0.8737, -1.7165], [-1.5697, 5.3528, -0.2016], [-0.2322, -4.3446, -1.3003], [-2.2866, 1.6140, -5.0979], [0.8480, 1.5863, 3.6127], [-1.8729, 3.6283, -2.7032], [-3.2972, -0.5093, -4.0195], [2.6430, 0.6841, -0.2666], [-2.6511, -1.3727, -2.5991], [-2.2686, -1.6186, -0.0283], [1.0350, -1.0810, -0.0713], [4.8262, 1.8237, -1.5608], [-1.2936, 1.5024, -4.6508], [0.3196, 0.8195, 4.1726], [-2.9979, 1.1179, -1.3341], [-0.6618, 0.9292, -5.3307], [-0.1887, -5.8807, -0.8829], [4.7357, 0.1266, -2.8695], [-0.6050, 4.9067, -0.4617], [-0.2397, 5.3631, -1.3831], [5.6761, 2.2683, -2.0641], [0.9301, -2.8046, 3.2703], [-0.7191, 3.0760, -0.6735], [-2.4320, 3.3085, 1.0789], [-2.1837, 3.0699, -1.8138], [-2.3857, -0.8060, -3.4918], [0.3101, -4.6076, -2.7718], [3.2064, 0.0553, -1.3709], [-2.9890, -3.1141, 1.8472], [-1.7983, -1.4683, -4.1288], [2.2723, -4.4547, 3.3138], [0.5392, -1.6674, 4.0070], [-2.6728, 1.6735, -2.2163], [0.2996, -0.4624, 3.3889], [0.7707, -2.9550, 2.0299], [1.2503, -4.1264, -0.7365], [1.4930, 0.0530, 0.4148], [2.1317, -3.5964, 4.8799], [-1.3634, 0.6433, -3.0179], [-3.5374, 1.7578, -2.8854], [0.1120, 5.1337, 0.3290], [-1.6185, -0.4883, -0.0803], [4.2554, 2.4587, -0.4630], [-1.8450, 1.6291, 0.9324], [1.5988, -3.9380, 3.9948], [0.6402, -1.7045, 5.0824], [-0.8398, 2.4876, -4.5354], [-0.8076, -3.9549, 0.2696], [-0.7153, 1.1432, 4.3084], [-1.9687, -2.4073, 2.4321], [4.6599, 3.4005, -0.1123], [-0.3334, -2.7223, -1.5605], [-1.5526, 2.6780, 0.9161], [-3.0022, 3.6396, -1.3582], [-0.4700, -1.8946, 0.8065], [0.1168, -0.3935, 2.0574], [3.1698, 1.8930, 0.1823], [-1.7533, -4.4871, -1.7659], [0.8246, -4.6442, 4.3049], [-1.6546, -3.2012, 3.5083], [4.2998, 0.6225, -2.0113], [0.7808, 0.6891, 5.1502], [-0.8429, 2.8265, 1.7313], [2.7124, 2.3747, 1.0359], [1.0090, 0.5562, 1.4919], [-2.5890, -1.3135, 2.9862]], "e_lumo_ha": [0.087, 0.066], "charge": -1, "e_above_lowest_kcal_mol": 22.4, "s2": 0.7594, "homo_ev": [-5.17, -5.14], "multiplicity": 2, "energy_ev": -106774.9464}

=====

{"formula": "C17H36NO9P2", "method": "ωB97M-V/def2-TZVPD", "species": ["C", "C", "O", "H", "H", "H", "P", "C", "P", "H", "H", "H", "H", "H", "O", "H", "H", "C", "H", "O", "O", "H", "O", "H", "H", "H", "O", "H", "H", "H", "C", "C", "H", "C", "H", "H", "C", "C", "O", "H", "H", "C", "O", "C", "C", "H", "H", "H", "C", "H", "C", "H", "N", "H", "O", "H", "H", "C", "C", "H", "H", "C", "H", "H", "H"], "xyz": [[-5.8398, -1.8235, 1.0160], [1.4046, 0.2379, 1.2595], [2.7604, 1.5010, -0.5867], [3.0610, -0.1700, 2.5896], [-5.6178, -4.1164, 3.7460], [-6.1229, -3.9213, 1.4661], [1.3284, 1.9196, -0.8221], [4.3588, -1.6360, -2.9466], [-3.4151, -1.7501, 2.2485], [-4.9539, -3.6158, 0.1822], [-4.8629, -2.7945, 4.6214], [0.6201, -0.3566, 1.7363], [1.9141, 1.0385, 3.1942], [0.3449, 4.9476, -2.4378], [-3.4842, -3.3921, 2.2866], [-1.9262, 0.1212, 0.9167], [3.0510, 1.4775, 1.9385], [2.1981, 4.3362, -1.4960], [4.9678, 0.9458, -2.6764], [6.8984, 1.4749, -3.4105], [-3.2604, -1.4583, 0.6398], [1.8611, -0.3922, 0.4971], [-2.0040, -1.4857, 2.6656], [6.1589, -0.5989, -0.8671], [-1.9946, 4.2880, 0.8590], [7.4667, -0.5768, -2.0726], [1.5620, 3.5343, -0.5069], [6.2727, -2.4282, -3.0161], [-5.5415, -1.2035, 0.1732], [-6.8502, -1.5075, 1.2851], [-3.4628, -4.0551, 3.5488], [1.3216, 4.5526, -2.7191], [3.8210, -0.7314, -3.2160], [6.5920, 0.9426, -4.5501], [-2.5937, -3.7263, 4.1256], [3.1552, 3.8867, -1.7785], [-4.7442, -3.8433, 4.3372], [2.4214, 0.6659, 2.3005], [-5.0406, -1.5242, 2.1658], [-2.6662, 0.0028, -0.6649], [2.4104, 5.2984, -1.0262], [-1.2860, 2.6469, -0.3290], [-0.2703, 2.2383, -1.2418], [-1.0791, 3.9925, 0.3384], [6.3859, -0.4650, -1.9292], [-1.3055, -1.8587, -1.3118], [-0.8317, 4.7638, -0.3896], [-0.1868, -0.7362, -0.5243], [-2.2325, -0.5820, 0.1484], [1.7955, 5.2517, -3.4107], [-1.0540, -1.3770, -0.3643], [-1.4613, 1.8795, 0.4157], [6.4294, 0.1677, -5.4022], [3.8281, -2.5836, -2.9706], [0.7849, 1.3844, 0.6660], [1.1483, 3.6127, -3.2493], [-3.3370, -5.1176, 3.3380], [-5.8956, -3.2819, 0.6140], [5.6552, -1.5943, -2.6619], [-6.6715, -3.4232, -0.1414], [-0.2803, 3.9554, 1.0762], [6.0026, 0.9765, -2.3144], [-0.7711, -2.1777, 0.3192], [-4.7371, -4.4442, 5.2480], [-2.1998, 2.7077, -0.9291]], "e_lumo_ha": 0.040, "charge": -1, "homo_ev": -2.07, "multiplicity": 1, "energy_ev": -56703.9060}

=====

{"formula": "C4H3BrF2", "method": "ωB97M-V/def2-TZVPD", "species": ["F", "C", "C", "H", "C", "Br", "C", "H", "F", "H"], "xyz": [[-1.8770, 0.4511, -1.1371], [0.4381, 0.1771, 0.6155], [-1.6355, 0.0406, 0.1263], [-0.8954, 1.2312, 1.9176], [-0.6422, 0.6253, 1.0905], [3.1103, -0.1359, -0.1806], [1.2004, -0.3807, -0.4819], [0.9080, -1.3158, -0.8813], [-1.7032, -1.2682, 0.1958], [1.0964, 0.5753, -1.2647]], "e_lumo_ha": [0.023, -0.042], "e_above_lowest_kcal_mol": 0.0, "s2": 2.0128, "homo_ev": [-7.14, -10.26], "multiplicity": 3, "energy_ev": -79667.7973}

=====

{"formula": "CH6N3S", "method": "ωB97M-V/def2-TZVPD", "species": ["H", "H", "H", "H", "H", "N", "S", "C", "H", "N", "N"], "xyz": [[0.9509, 0.2643, 0.6463], [2.5411, -0.1344, 0.7778], [2.3369, 1.0112, -0.4258], [-2.7694, -0.5040, -1.0612], [-1.6605, 0.9232, -1.3024], [-1.9547, 0.0403, -0.8551], [-1.4077, -1.1427, 1.6509], [-1.3654, -0.1627, 0.2595], [1.9176, -0.7310, -0.7105], [1.9697, 0.0603, -0.0133], [-0.5586, 0.3755, 1.0337]], "e_lumo_ha": -0.140, "charge": 1, "e_above_lowest_kcal_mol": 39.2, "homo_ev": -12.69, "multiplicity": 1, "energy_ev": -16431.2239}